1.
A structure of composition C20H25BF19O10Sn in a non-equilibrium geometry. Source: the Open Molecules 2025 dataset; level of theory: ωB97M-V/def2-TZVPD.

Geometry (Å):
1 Sn -3.637 1.947 -0.403
2 B -1.400 0.078 -1.811
3 F -0.941 1.033 -0.931
4 F -0.428 -0.714 -2.394
5 F -2.145 -0.728 -1.053
6 F -2.225 0.752 -2.777
7 C 0.274 -0.836 3.007
8 C -0.174 0.604 2.520
9 O -0.618 1.584 3.494
10 C -1.772 2.289 3.348
11 O -2.551 2.140 2.408
12 C -2.147 3.151 4.642
13 F -3.417 2.978 4.971
14 F -1.564 2.663 5.730
15 F -1.754 4.441 4.549
16 H -0.629 -1.326 3.369
17 H 0.891 -0.746 3.900
18 H 0.711 -1.275 2.110
19 H -0.852 0.443 1.681
20 H 0.714 0.926 1.977
21 C 0.136 5.163 1.203
22 C 0.576 3.839 0.626
23 O 0.892 3.886 -0.774
24 C -0.175 3.879 -1.632
25 O -1.371 3.606 -1.304
26 C 0.172 4.273 -3.044
27 F 1.465 4.301 -3.341
28 F -0.316 3.421 -3.875
29 F -0.336 5.479 -3.268
30 H 0.672 6.046 0.854
31 H 0.154 5.219 2.292
32 H -0.845 5.501 0.868
33 H -0.016 2.969 0.910
34 H 1.519 3.677 1.148
35 C 0.394 -3.309 -0.754
36 C 1.732 -2.513 -0.746
37 O 2.722 -3.380 -0.297
38 C 4.056 -3.181 -0.322
39 O 4.606 -2.121 -0.344
40 C 4.889 -4.520 -0.187
41 F 4.140 -5.609 -0.556
42 F 6.005 -4.493 -0.916
43 F 5.212 -4.558 1.087
44 H 0.100 -3.775 0.187
45 H 0.463 -4.164 -1.426
46 H -0.447 -2.680 -1.046
47 H 1.791 -1.602 -0.152
48 H 1.847 -2.213 -1.787
49 C -4.225 -0.654 5.633
50 C -3.774 -0.381 4.175
51 O -3.900 -1.582 3.430
52 C -3.616 -1.483 2.124
53 O -3.232 -0.455 1.638
54 C -3.636 -2.819 1.311
55 F -2.399 -3.266 1.157
56 F -4.410 -3.678 2.007
57 F -4.142 -2.634 0.112
58 H -5.265 -0.917 5.829
59 H -3.996 0.211 6.256
60 H -3.566 -1.427 6.028
61 H -2.773 0.050 4.148
62 H -4.380 0.458 3.833
63 C 1.417 1.034 -5.207
64 C 1.590 -0.371 -4.729
65 O 2.898 -0.934 -5.007
66 C 3.124 -2.191 -4.690
67 O 2.275 -2.922 -4.158
68 C 4.444 -2.733 -5.037
69 F 4.816 -3.708 -4.230
70 F 4.474 -3.200 -6.309
71 F 5.364 -1.740 -4.945
72 H 2.065 1.752 -4.704
73 H 0.394 1.407 -5.254
74 H 1.733 0.963 -6.248
75 H 0.835 -0.952 -5.259
76 H 1.516 -0.370 -3.641

Properties
relative energy (zero: lowest compared OMol25 entry of this formula, charge and spin) = 40.68 kcal/mol
net charge = +1
maximum force = 5.53 eV/A
HOMO level = -12.47 eV

2.
A cluster of 9 separate species, C8H36N17O8 in total in a non-equilibrium geometry. Source: the Open Molecules 2025 dataset; level of theory: ωB97M-V/def2-TZVPD.

Geometry (Å):
1 N -0.421 0.383 0.374
2 H 0.166 1.016 -0.201
3 H -0.975 -0.222 -0.252
4 H -0.990 0.998 0.966
5 H 0.203 -0.222 0.924
6 C -1.690 -4.585 0.908
7 O -1.985 -4.039 1.949
8 N -1.900 -5.921 0.675
9 N -1.210 -3.925 -0.197
10 H -2.347 -6.552 1.309
11 H -1.411 -6.292 -0.120
12 H -1.086 -4.474 -1.026
13 H -1.109 -2.924 -0.203
14 C -2.305 -1.555 -2.455
15 O -1.550 -1.259 -1.546
16 N -3.668 -1.488 -2.312
17 N -1.912 -1.860 -3.717
18 H -4.084 -1.234 -1.436
19 H -4.204 -1.402 -3.155
20 H -0.947 -1.763 -3.979
21 H -2.536 -2.112 -4.462
22 C -3.693 2.290 1.029
23 O -2.773 1.536 1.285
24 N -3.493 3.636 0.742
25 N -5.010 1.967 1.056
26 H -4.356 3.970 0.350
27 H -2.589 4.047 0.584
28 H -5.295 1.026 1.248
29 H -5.701 2.693 1.012
30 C 1.589 -1.914 2.901
31 O 0.940 -1.398 1.993
32 N 1.838 -3.239 2.922
33 N 2.092 -1.227 3.949
34 H 2.462 -3.680 3.573
35 H 1.557 -3.775 2.121
36 H 2.694 -1.625 4.644
37 H 1.719 -0.304 4.084
38 C 0.996 2.898 -1.995
39 O 1.085 2.216 -0.986
40 N 1.509 4.144 -2.105
41 N 0.486 2.365 -3.133
42 H 1.433 4.746 -2.902
43 H 2.012 4.508 -1.315
44 H 0.231 2.981 -3.880
45 H 0.554 1.363 -3.146
46 C 1.788 -1.747 -1.930
47 O 1.992 -0.541 -2.019
48 N 1.496 -2.328 -0.742
49 N 1.896 -2.620 -2.978
50 H 1.594 -1.753 0.090
51 H 1.691 -3.313 -0.694
52 H 1.422 -3.498 -2.865
53 H 2.102 -2.249 -3.887
54 C 4.863 0.546 -0.211
55 O 5.809 0.758 0.527
56 N 5.004 0.252 -1.531
57 N 3.561 0.682 0.165
58 H 4.251 0.257 -2.199
59 H 5.875 0.022 -1.972
60 H 3.286 0.560 1.120
61 H 2.865 0.566 -0.560
62 C -0.480 4.044 2.463
63 O -0.384 3.603 1.328
64 N 0.422 3.837 3.457
65 N -1.442 4.900 2.882
66 H 1.245 3.285 3.303
67 H 0.327 4.318 4.331
68 H -1.290 5.595 3.588
69 H -2.217 5.030 2.259

Properties
relative energy (zero: lowest compared OMol25 entry of this formula, charge and spin) = 0.00 kcal/mol
net charge = +1
maximum force = 1.91 eV/A
HOMO level = -10.90 eV

3.
A cluster of 12 separate species, C48H126N6O18 in total in a non-equilibrium geometry. Source: the Open Molecules 2025 dataset; level of theory: ωB97M-V/def2-TZVPD.

Geometry (Å):
1 C -20.337 -12.082 11.402
2 O -19.868 -11.755 10.118
3 C -20.824 -11.943 9.107
4 C -20.294 -11.372 7.808
5 N -19.181 -12.152 7.256
6 C -18.468 -11.366 6.223
7 C -17.565 -12.283 5.387
8 O -16.603 -12.890 6.211
9 C -15.677 -13.617 5.454
10 H -20.846 -13.050 11.449
11 H -20.960 -11.313 11.872
12 H -19.434 -12.154 12.014
13 H -21.768 -11.414 9.307
14 H -21.081 -13.004 8.988
15 H -20.013 -10.317 7.942
16 H -21.095 -11.371 7.060
17 H -18.466 -12.215 7.980
18 H -17.925 -10.524 6.667
19 H -19.202 -10.929 5.539
20 H -17.073 -11.526 4.753
21 H -18.135 -12.991 4.784
22 H -16.148 -14.369 4.809
23 H -15.010 -14.186 6.102
24 H -15.053 -12.977 4.821
25 C -32.768 -11.393 14.860
26 O -31.814 -11.885 15.777
27 C -30.465 -11.776 15.390
28 C -29.874 -10.370 15.587
29 N -28.573 -10.295 14.942
30 C -27.994 -8.943 15.045
31 C -26.793 -8.741 14.153
32 O -27.192 -8.542 12.810
33 C -26.114 -8.074 11.996
34 H -32.510 -11.596 13.815
35 H -32.845 -10.306 14.982
36 H -33.729 -11.849 15.090
37 H -30.274 -12.108 14.362
38 H -29.983 -12.507 16.044
39 H -29.871 -10.150 16.655
40 H -30.570 -9.661 15.113
41 H -28.754 -10.316 13.936
42 H -27.638 -8.856 16.078
43 H -28.670 -8.096 14.855
44 H -26.106 -9.589 14.258
45 H -26.274 -7.844 14.515
46 H -26.001 -6.994 12.133
47 H -26.484 -8.240 10.985
48 H -25.152 -8.562 12.145
49 C -21.642 -9.737 4.579
50 O -22.392 -10.364 3.582
51 C -21.732 -11.471 3.000
52 C -21.457 -12.572 4.013
53 N -20.699 -13.694 3.418
54 C -21.500 -14.440 2.462
55 C -20.816 -15.776 2.204
56 O -20.781 -16.517 3.396
57 C -20.028 -17.714 3.237
58 H -22.225 -8.906 4.984
59 H -20.734 -9.220 4.246
60 H -21.387 -10.341 5.453
61 H -20.817 -11.047 2.564
62 H -22.303 -11.863 2.159
63 H -22.426 -12.933 4.389
64 H -20.892 -12.187 4.861
65 H -20.478 -14.276 4.219
66 H -21.485 -13.926 1.500
67 H -22.517 -14.625 2.834
68 H -19.833 -15.568 1.768
69 H -21.374 -16.313 1.425
70 H -20.043 -18.246 4.182
71 H -19.007 -17.518 2.903
72 H -20.533 -18.306 2.468
73 C -23.081 -5.890 11.064
74 O -23.707 -4.872 11.794
75 C -23.147 -4.732 13.079
76 C -24.108 -3.962 13.955
77 N -25.252 -4.819 14.262
78 C -26.385 -4.131 14.883
79 C -27.673 -4.836 14.501
80 O -27.888 -4.658 13.121
81 C -28.976 -5.416 12.652
82 H -22.052 -5.661 10.754
83 H -23.540 -6.119 10.101
84 H -23.108 -6.815 11.649
85 H -22.119 -4.348 13.024
86 H -22.971 -5.722 13.529
87 H -24.406 -3.057 13.404
88 H -23.592 -3.629 14.859
89 H -25.632 -4.926 13.314
90 H -26.451 -3.085 14.539
91 H -26.284 -4.043 15.968
92 H -28.541 -4.448 15.043
93 H -27.517 -5.892 14.760
94 H -28.870 -6.480 12.891
95 H -29.055 -5.345 11.570
96 H -29.917 -5.080 13.104
97 C -27.269 -8.119 4.736
98 O -27.117 -9.447 4.294
99 C -25.778 -9.865 4.266
100 C -25.685 -11.180 3.515
101 N -26.377 -12.269 4.172
102 C -26.601 -13.424 3.320
103 C -27.517 -14.384 4.050
104 O -28.758 -13.846 4.427
105 C -29.616 -13.450 3.377
106 H -26.593 -7.430 4.217
107 H -27.112 -8.088 5.817
108 H -28.257 -7.730 4.492
109 H -25.338 -9.947 5.271
110 H -25.149 -9.153 3.715
111 H -24.642 -11.391 3.279
112 H -26.201 -10.918 2.575
113 H -27.269 -11.975 4.559
114 H -25.634 -13.914 3.159
115 H -26.974 -13.170 2.318
116 H -27.024 -14.770 4.946
117 H -27.713 -15.323 3.508
118 H -29.243 -12.578 2.836
119 H -30.594 -13.284 3.818
120 H -29.729 -14.263 2.650
121 C -26.883 -11.168 9.158
122 O -28.167 -11.266 8.579
123 C -28.173 -10.969 7.206
124 C -29.506 -11.305 6.576
125 N -30.649 -10.671 7.240
126 C -31.857 -10.827 6.460
127 C -33.046 -10.348 7.266
128 O -33.128 -11.168 8.414
129 C -33.925 -10.708 9.460
130 H -26.966 -11.452 10.210
131 H -26.545 -10.130 9.159
132 H -26.204 -11.910 8.733
133 H -27.391 -11.535 6.682
134 H -27.912 -9.919 7.016
135 H -29.634 -12.396 6.588
136 H -29.492 -10.992 5.528
137 H -30.791 -11.174 8.110
138 H -32.048 -11.891 6.233
139 H -31.765 -10.227 5.552
140 H -33.977 -10.342 6.690
141 H -32.844 -9.329 7.624
142 H -34.255 -11.500 10.127
143 H -34.854 -10.227 9.119
144 H -33.408 -9.918 10.019
145 C -23.433 -14.314 7.640
146 C -24.365 -14.112 6.464
147 O -24.712 -12.736 6.338
148 H -23.958 -13.917 8.512
149 H -22.474 -13.822 7.479
150 H -23.229 -15.375 7.781
151 H -25.277 -14.700 6.619
152 H -23.844 -14.421 5.547
153 H -25.332 -12.667 5.567
154 C -24.174 -4.930 7.257
155 C -24.114 -5.637 5.927
156 O -23.613 -4.680 4.974
157 H -23.212 -4.780 7.752
158 H -24.730 -5.544 7.977
159 H -24.665 -3.959 7.226
160 H -25.118 -5.899 5.585
161 H -23.469 -6.518 5.970
162 H -24.112 -4.728 4.158
163 C -20.415 -6.198 5.789
164 C -19.979 -7.037 6.968
165 O -19.639 -8.357 6.590
166 H -20.652 -5.185 6.120
167 H -21.348 -6.605 5.392
168 H -19.698 -6.216 4.967
169 H -20.797 -7.070 7.693
170 H -19.172 -6.542 7.523
171 H -18.871 -8.336 6.010
172 C -23.023 -9.158 14.029
173 C -21.645 -9.373 13.450
174 O -21.703 -9.155 12.049
175 H -23.749 -9.653 13.389
176 H -23.273 -8.098 14.118
177 H -23.113 -9.582 15.035
178 H -21.365 -10.410 13.680
179 H -20.844 -8.713 13.782
180 H -22.185 -9.869 11.589
181 C -23.597 -8.693 8.662
182 C -23.138 -9.866 7.792
183 O -23.554 -11.116 8.301
184 H -24.674 -8.584 8.500
185 H -23.142 -7.732 8.421
186 H -23.445 -8.857 9.729
187 H -22.045 -9.830 7.723
188 H -23.488 -9.754 6.763
189 H -23.933 -11.687 7.615
190 C -23.436 -12.664 12.907
191 C -23.284 -12.569 11.407
192 O -23.266 -11.191 10.997
193 H -24.202 -11.988 13.280
194 H -22.490 -12.544 13.433
195 H -23.817 -13.675 13.083
196 H -24.155 -13.031 10.929
197 H -22.391 -13.061 11.010
198 H -23.363 -11.173 10.022

Properties
relative energy (zero: lowest compared OMol25 entry of this formula, charge and spin) = 21.06 kcal/mol
maximum force = 2.11 eV/A
SMILES = COCCNCCOC.COCCNCCOC.COCCNCCOC.COCCNCCOC.COCCNCCOC.COCCNCCOC.CCO.CCO.CCO.CCO.CCO.CCO
HOMO level = -8.66 eV

Q: Look up the maximum force of the third one.
A: 2.11 eV/A